DFT (ωB97M-V/def2-TZVPD) results for C29H33EuN9O3S as an isolated structure in a non-equilibrium geometry.

Summary:
Frontier orbital gap (alpha / beta) (eV): 5.8 / 6.7
Highest occupied orbital energy (alpha / beta) (eV): -4.06 / -4.08
Net charge: -1
Energy above the lowest of the compared OMol25 structures with the same formula, charge and spin (kcal per mole): 37.3
2S+1: 7

Last column: Mulliken spin population.
Atoms and positions in Å:
Eu  -0.6267  -0.8021  0.1333  6.060
C  3.2005  -1.9746  -0.5078  0.000
C  2.6121  -1.6341  -1.8811  0.004
C  2.3476  -0.1448  -2.1129  -0.001
N  1.2524  0.4721  -1.3830  -0.008
C  1.1749  1.7851  -1.3853  0.002
C  2.2286  2.6494  -1.7824  -0.002
C  2.2730  4.0036  -2.0513  0.001
C  1.2072  4.9053  -2.2754  -0.001
C  -0.1464  4.6414  -2.0774  0.001
C  -0.6825  3.5247  -1.4256  -0.003
C  -0.0850  2.3590  -0.8597  -0.003
N  -0.6615  1.7793  0.1579  -0.009
C  -1.3973  2.6194  1.0898  -0.006
C  -1.4164  2.0830  2.5125  0.011
C  -0.0865  1.5852  3.0384  -0.002
N  0.4144  0.3775  2.3616  -0.006
C  1.5619  -0.0866  2.7665  0.000
C  2.6051  0.7647  3.2764  -0.001
C  3.8811  0.4283  3.6894  0.000
C  4.3447  -0.7921  4.1153  0.000
C  3.7282  -2.0572  4.0408  0.001
C  2.6265  -2.4495  3.3233  -0.002
C  1.7622  -1.5653  2.5117  -0.004
N  1.0807  -2.0111  1.5045  -0.009
C  1.4456  -3.2909  0.9141  0.002
C  2.7948  -3.2687  0.1736  -0.001
H  3.0565  -1.1572  0.2098  0.001
H  4.2563  -2.0447  -0.6305  0.000
H  1.7390  -2.2402  -2.0813  -0.001
H  3.3588  -1.8454  -2.6824  0.000
H  2.2078  0.0357  -3.1985  0.000
H  3.2544  0.4019  -1.8525  -0.001
H  3.1978  2.1582  -1.8791  0.000
H  3.2649  4.4905  -2.1434  0.000
H  1.5561  5.8179  -2.7229  0.000
H  -0.8978  5.3506  -2.5161  0.000
H  -1.7550  3.4914  -1.1993  0.000
H  -2.4410  2.6856  0.6982  -0.002
H  -0.8837  3.6365  1.0892  0.000
H  -2.1825  1.2796  2.6090  -0.001
H  -1.7773  2.9007  3.1240  0.000
H  -0.2026  1.3338  4.1005  -0.001
H  0.6626  2.4280  2.9664  0.000
H  2.2917  1.8204  3.3486  0.000
H  4.6109  1.2509  3.6963  0.000
H  5.3241  -0.8070  4.5933  0.000
H  4.3041  -2.8343  4.5581  0.000
H  2.4070  -3.5523  3.1767  0.000
H  0.5960  -3.5793  0.3048  -0.004
H  1.4790  -4.0770  1.7083  0.000
H  2.6978  -4.0492  -0.5948  0.000
H  3.5265  -3.6309  0.9240  0.000
N  -4.6684  -3.0348  2.5724  0.000
C  -3.9431  -2.0535  1.9247  0.001
S  -2.4610  -1.5462  2.5280  -0.007
N  -4.6428  -1.6597  0.8111  0.000
N  -4.0836  -0.8649  -0.0460  0.000
C  -4.7582  -0.2495  -0.9902  -0.001
C  -4.0930  0.1621  -2.2294  0.001
C  -4.9187  0.3958  -3.3816  0.000
C  -4.3371  0.6493  -4.6166  0.000
C  -2.9504  0.6017  -4.7303  0.000
C  -2.2062  0.4322  -3.5513  0.001
N  -2.7468  0.2566  -2.3503  0.001
H  -4.4202  -3.3821  3.4792  0.000
H  -5.6405  -3.1494  2.3399  0.000
H  -5.8496  -0.2579  -1.0034  0.000
H  -6.0031  0.4118  -3.2564  0.000
H  -4.9713  0.9152  -5.4493  0.000
H  -2.4577  0.6963  -5.6886  0.000
H  -1.1381  0.3213  -3.6292  0.000
O  -1.3799  -4.0375  -2.2433  0.000
N  -1.1924  -2.9866  -1.6045  0.000
O  -0.5048  -1.9394  -2.0383  -0.006
O  -1.7234  -2.8460  -0.3204  -0.005

***

DFT (ωB97M-V/def2-TZVPD) results for C29H33F9MoN6O3S as an isolated structure in a non-equilibrium geometry.

Summary:
Frontier orbital gap (alpha / beta) (eV): 4.9 / 5.2
Highest occupied orbital energy (alpha / beta) (eV): -13.12 / -13.29
Net charge: +2
2S+1: 3

Last column: Mulliken spin population.
Atoms and positions in Å:
Mo  -1.0169  0.5065  0.6686  1.863
C  -1.4176  -0.0797  -4.4306  0.000
C  -2.2387  -0.4295  -3.2592  0.011
N  -3.4098  -0.9794  -3.3634  0.002
N  -3.9754  -1.0178  -2.1197  0.010
C  -3.1765  -0.4792  -1.2196  0.029
S  -3.4259  -0.2238  0.4709  -0.032
N  -2.0213  -0.1417  -1.9001  -0.005
N  -0.8335  0.1964  -1.2273  0.051
H  -0.5374  0.5203  -4.1569  -0.001
H  -2.1612  0.5185  -5.1141  0.001
H  -1.2284  -0.9941  -4.9929  0.001
H  -4.9326  -1.3397  -1.9590  -0.003
H  -0.0875  0.1866  -1.8981  0.027
H  2.4010  -2.8525  -0.8354  0.002
C  0.5551  3.5010  -1.5802  0.010
C  -0.9170  3.7638  -1.2910  -0.027
C  -1.5911  4.5639  -2.1320  0.003
C  -2.9910  4.7728  -1.9839  -0.002
C  -3.5750  4.2942  -0.7988  0.002
C  -2.9141  3.5183  0.2067  -0.047
C  -3.6276  3.0292  1.4555  0.020
C  -1.5452  3.2484  -0.0889  -0.028
N  -0.7796  2.5166  0.8806  -0.156
C  0.0151  2.9690  1.8876  0.248
C  0.1199  4.4202  2.2864  -0.017
C  0.7178  1.9282  2.6035  0.220
C  1.6431  2.0700  3.8100  0.009
N  0.3907  0.7032  2.1930  0.111
C  0.7121  -0.6189  2.5928  -0.153
C  1.4557  -1.5090  1.4619  -0.074
C  2.4969  -0.6725  0.6792  -0.023
C  2.0438  -2.7890  1.9868  -0.043
C  2.3544  -2.9208  3.3337  0.015
C  1.8452  -1.9895  4.3050  -0.040
C  0.9130  -0.9663  3.9978  0.001
C  0.0796  -0.3698  5.1362  -0.001
H  0.6771  3.3694  -2.7036  0.000
H  1.0607  2.6833  -1.0314  0.001
H  1.1716  4.3079  -1.2575  0.001
H  -1.0010  5.0452  -2.9391  0.000
H  -3.5916  5.2315  -2.7430  0.000
H  -4.5406  4.5796  -0.5380  0.000
H  -2.9379  2.7946  2.3169  0.009
H  -4.1409  2.1400  1.1337  -0.005
H  -4.3355  3.8100  1.8211  0.001
H  0.9429  4.3790  3.0333  -0.003
H  -0.7951  4.8876  2.7765  0.018
H  0.4527  5.0563  1.4185  0.016
H  2.2977  2.9312  3.8805  0.000
H  2.3454  1.2604  3.8092  0.003
H  1.0933  2.1514  4.7560  0.012
H  1.9827  -0.0897  -0.1136  0.000
H  4.2913  -1.2642  -0.1345  -0.001
H  3.1414  0.0368  1.3283  0.005
H  2.3115  -3.5949  1.3232  -0.003
H  3.0371  -3.6669  3.6681  0.000
H  2.0375  -2.1568  5.3371  -0.001
H  -0.2853  -1.1699  5.7911  0.001
H  -0.8906  0.0473  4.7957  -0.004
H  0.6479  0.3820  5.7830  0.002
F  1.5490  -1.0915  -2.8275  -0.001
C  2.3398  -2.0861  -3.3461  0.000
F  3.6688  -1.8486  -3.1065  0.000
F  2.0410  -2.0957  -4.6482  0.000
C  1.9799  -3.4928  -2.6691  0.000
O  1.7328  -3.3681  -1.3127  0.001
C  3.2265  -4.5711  -2.9300  0.000
F  4.1694  -4.4776  -1.9912  0.000
F  3.9296  -4.4406  -4.1183  0.000
F  2.7086  -5.8011  -2.8762  0.000
C  0.7654  -4.1003  -3.3408  0.000
F  1.1218  -4.6095  -4.6026  0.000
F  0.3348  -5.1550  -2.5348  0.000
F  -0.2957  -3.2004  -3.5673  0.000
C  -1.4130  -3.3723  0.9884  -0.003
O  -0.7555  -2.4575  1.8766  -0.032
C  -0.0653  -1.3609  1.4986  0.002
O  3.3999  -1.6554  0.0956  -0.002
H  -2.2805  -3.8833  1.5002  0.000
H  -0.6989  -4.1931  0.7140  0.000
H  -1.7710  -2.7437  0.0816  -0.001

***

Taking the records one at a time from the top gives electronic energy values of -2951.80007, -3043.56727 a.u..